This record from OMol25 describes a 14-piece molecular cluster, C48H123NO14 overall at a distorted geometry. The level of theory is the ωB97M-V functional and the def2-TZVPD basis.

Atoms and positions in Å:
C1 14.156 9.669 14.120
C2 15.277 10.265 13.264
C3 15.149 9.731 11.869
C4 16.258 10.371 10.958
C5 15.913 11.864 10.956
C6 15.859 12.549 12.306
N1 14.946 11.709 13.126
O1 14.641 12.249 14.453
C7 17.286 12.896 12.854
C8 15.210 13.883 12.069
C9 16.681 9.954 13.884
H1 13.169 9.813 13.585
H2 14.021 10.163 15.092
H3 14.272 8.585 14.342
H4 15.297 8.666 11.922
H5 14.155 10.071 11.516
H6 16.217 10.057 9.918
H7 17.195 10.196 11.420
H8 14.893 11.911 10.515
H9 16.645 12.429 10.326
H10 17.287 13.039 13.932
H11 18.039 12.094 12.687
H12 17.592 13.883 12.437
H13 15.209 14.463 12.950
H14 15.690 14.495 11.319
H15 14.184 13.801 11.795
H16 16.760 8.868 13.735
H17 16.703 10.327 14.973
H18 17.450 10.490 13.384
H19 15.421 12.150 15.027
C10 21.034 7.035 9.054
C11 19.965 8.152 9.291
C12 18.812 7.944 8.238
O2 19.408 8.025 10.581
H20 20.522 6.107 9.132
H21 21.822 6.955 9.731
H22 21.396 7.160 8.013
H23 20.420 9.117 9.167
H24 19.229 8.074 7.264
H25 18.045 8.679 8.493
H26 18.358 6.987 8.389
H27 19.948 8.529 11.242
C13 17.272 2.755 16.873
C14 16.269 3.910 16.633
C15 14.981 3.480 15.896
O3 15.824 4.398 17.886
H28 16.739 1.941 17.390
H29 18.127 3.121 17.431
H30 17.644 2.442 15.913
H31 16.713 4.681 16.003
H32 14.341 4.308 15.743
H33 14.485 2.675 16.502
H34 15.217 2.962 14.990
H35 16.476 4.359 18.592
C16 15.753 9.267 18.182
C17 16.637 8.051 18.369
C18 17.029 7.610 16.972
O4 17.911 8.240 19.064
H36 15.038 9.068 17.413
H37 16.350 10.145 17.947
H38 15.216 9.508 19.129
H39 16.159 7.255 18.941
H40 16.207 7.347 16.288
H41 17.722 6.708 17.066
H42 17.522 8.459 16.541
H43 18.275 9.129 18.830
C19 21.433 5.602 17.006
C20 22.618 5.131 16.157
C21 22.207 3.852 15.363
O5 23.111 6.187 15.391
H44 20.562 5.816 16.350
H45 21.605 6.499 17.569
H46 21.214 4.722 17.660
H47 23.394 4.892 16.919
H48 21.266 3.942 14.829
H49 21.994 2.971 15.987
H50 22.964 3.590 14.658
H51 22.432 6.877 15.180
C22 22.305 9.245 13.016
C23 21.501 9.569 14.265
C24 20.256 10.395 13.914
O6 21.099 8.303 14.833
H52 23.292 8.905 13.266
H53 22.426 10.159 12.434
H54 21.771 8.445 12.468
H55 22.148 10.080 15.000
H56 19.697 9.927 13.121
H57 20.399 11.492 13.740
H58 19.691 10.420 14.823
H59 20.663 7.687 14.184
C25 23.531 9.882 8.918
C26 24.540 10.127 7.832
C27 24.431 8.897 6.863
O7 24.041 11.367 7.223
H60 22.557 9.851 8.460
H61 23.507 10.685 9.632
H62 23.825 8.923 9.398
H63 25.562 10.200 8.234
H64 23.403 8.946 6.526
H65 24.736 7.943 7.365
H66 25.050 9.012 5.934
H67 24.295 11.442 6.322
C28 26.256 7.856 16.025
C29 27.458 6.948 15.587
C30 27.386 5.514 16.122
O8 27.540 6.950 14.126
H68 25.305 7.526 15.544
H69 26.514 8.876 15.816
H70 26.127 7.844 17.090
H71 28.278 7.502 16.106
H72 28.262 4.862 16.017
H73 26.518 4.973 15.687
H74 27.158 5.570 17.211
H75 26.667 6.834 13.752
C31 19.633 12.715 18.561
C32 18.492 11.963 17.921
C33 18.104 12.676 16.588
O9 18.766 10.611 17.674
H76 20.484 12.798 17.920
H77 20.004 12.223 19.439
H78 19.386 13.720 18.838
H79 17.617 12.003 18.555
H80 19.041 12.897 16.038
H81 17.501 13.581 16.758
H82 17.542 11.950 15.987
H83 19.721 10.469 17.488
C34 17.898 6.196 13.182
C35 19.117 5.310 13.374
C36 19.080 4.067 12.544
O10 20.327 6.081 13.078
H84 16.949 5.658 13.354
H85 17.906 6.524 12.142
H86 17.975 7.058 13.840
H87 19.311 4.964 14.433
H88 18.904 4.299 11.520
H89 18.266 3.434 12.961
H90 20.043 3.517 12.732
H91 20.303 6.215 12.146
C37 28.404 8.835 11.455
C38 27.974 10.033 12.279
C39 26.646 10.677 11.829
O11 27.864 9.790 13.704
H92 27.751 7.969 11.565
H93 29.419 8.543 11.774
H94 28.406 9.156 10.407
H95 28.877 10.717 12.129
H96 25.875 9.888 11.963
H97 26.699 10.995 10.781
H98 26.395 11.490 12.540
H99 27.725 8.841 13.773
C40 22.017 13.944 14.944
C41 22.787 13.027 15.900
C42 24.073 12.625 15.308
O12 22.977 13.796 17.133
H100 22.655 14.738 14.566
H101 21.088 14.366 15.300
H102 21.789 13.370 14.003
H103 22.128 12.143 16.024
H104 24.677 13.518 15.068
H105 24.011 12.001 14.437
H106 24.542 12.117 16.107
H107 23.598 13.240 17.687
C43 23.592 5.527 11.350
C44 24.868 5.440 12.260
C45 26.127 5.358 11.392
O13 24.930 6.579 13.185
H108 22.708 5.644 11.976
H109 23.518 4.592 10.753
H110 23.577 6.390 10.688
H111 24.750 4.496 12.771
H112 26.012 4.579 10.666
H113 26.992 5.042 11.950
H114 26.434 6.276 10.937
H115 24.365 6.243 13.948
C46 21.122 9.218 19.807
C47 22.113 9.649 18.777
C48 23.332 8.769 18.705
O14 21.531 9.824 17.420
H116 20.802 8.234 19.518
H117 20.334 9.951 19.884
H118 21.527 9.149 20.839
H119 22.436 10.687 18.970
H120 23.053 7.759 18.642
H121 23.957 8.865 19.586
H122 23.941 9.024 17.800
H123 21.184 8.991 17.123

Properties
HOMO, eV: -8.770
Energy above the lowest of the compared OMol25 structures with the same formula, charge and spin, eV: 1.560
Frontier orbital gap, Ha: 0.33832



This record from OMol25 describes a 11-piece molecular cluster, C48H127N9O15 overall at a distorted geometry. The level of theory is the ωB97M-V functional and the def2-TZVPD basis.

Atoms and positions in Å:
C1 3.371 -5.956 1.288
O1 4.455 -6.168 2.251
C2 4.320 -5.576 3.554
C3 4.507 -4.027 3.531
C4 5.925 -3.616 2.995
N1 4.413 -3.540 4.894
H1 3.230 -4.911 1.014
H2 2.490 -6.344 1.799
H3 3.519 -6.574 0.402
H4 3.371 -5.824 4.029
H5 5.137 -5.921 4.187
H6 3.780 -3.554 2.870
H7 6.741 -4.229 3.379
H8 6.127 -2.586 3.287
H9 5.988 -3.606 1.907
H10 4.717 -2.578 4.939
H11 5.059 -4.032 5.494
C5 -5.512 -1.166 -2.344
O2 -4.232 -1.847 -2.436
C6 -3.161 -0.979 -2.196
C7 -1.856 -1.645 -2.679
C8 -1.447 -2.898 -1.935
N2 -0.674 -0.749 -2.815
H12 -5.703 -0.578 -1.445
H13 -6.314 -1.900 -2.428
H14 -5.681 -0.404 -3.105
H15 -3.232 -0.075 -2.801
H16 -3.117 -0.852 -1.114
H17 -2.080 -2.025 -3.676
H18 -2.081 -3.774 -2.075
H19 -1.391 -2.676 -0.870
H20 -0.454 -3.243 -2.223
H21 -0.413 -0.359 -1.921
H22 -0.833 0.096 -3.345
C9 4.700 1.152 -1.856
O3 4.880 0.514 -3.123
C10 4.946 1.421 -4.233
C11 5.079 0.772 -5.605
C12 6.316 -0.158 -5.749
N3 5.199 1.720 -6.775
H23 4.699 0.478 -0.999
H24 3.728 1.644 -1.810
H25 5.399 1.975 -1.710
H26 4.012 1.983 -4.249
H27 5.683 2.224 -4.215
H28 4.197 0.141 -5.712
H29 7.327 0.245 -5.806
H30 6.221 -0.694 -6.693
H31 6.476 -0.904 -4.970
H32 4.347 2.259 -6.829
H33 5.140 1.159 -7.613
C13 -6.264 7.685 -1.314
O4 -5.980 7.068 -0.126
C14 -7.044 6.191 0.213
C15 -6.793 5.466 1.569
C16 -5.557 4.609 1.643
N4 -7.861 4.579 1.815
H34 -6.281 7.035 -2.189
H35 -5.510 8.444 -1.524
H36 -7.221 8.206 -1.307
H37 -7.943 6.805 0.282
H38 -7.205 5.509 -0.621
H39 -6.735 6.219 2.355
H40 -4.585 5.035 1.391
H41 -5.721 3.675 1.105
H42 -5.416 4.153 2.623
H43 -8.685 5.162 1.854
H44 -7.668 4.293 2.764
C17 1.235 -0.772 4.974
O5 0.318 -0.317 5.891
C18 -0.905 0.178 5.370
C19 -0.822 1.666 4.868
C20 -0.492 2.673 6.044
N5 -2.120 2.065 4.395
H45 1.531 0.056 4.330
H46 0.831 -1.587 4.373
H47 2.062 -1.243 5.506
H48 -1.087 -0.400 4.464
H49 -1.669 -0.020 6.121
H50 -0.194 1.668 3.977
H51 -0.413 3.702 5.693
H52 0.483 2.336 6.397
H53 -1.255 2.750 6.818
H54 -2.664 1.879 5.226
H55 -2.563 1.481 3.701
C21 -2.556 0.450 -6.024
O6 -1.334 0.481 -5.400
C22 -0.294 0.220 -6.300
C23 1.062 -0.056 -5.612
N6 1.045 -1.364 -4.938
C24 2.359 -1.648 -4.465
C25 2.299 -2.907 -3.616
O7 1.886 -4.011 -4.358
C26 1.847 -5.208 -3.674
H56 -2.779 -0.493 -6.522
H57 -2.785 1.306 -6.659
H58 -3.346 0.499 -5.273
H59 -0.242 1.106 -6.933
H60 -0.422 -0.631 -6.970
H61 1.210 0.775 -4.923
H62 1.772 -0.008 -6.438
H63 0.379 -1.404 -4.179
H64 2.714 -0.909 -3.747
H65 3.093 -1.785 -5.260
H66 1.509 -2.711 -2.890
H67 3.286 -2.973 -3.158
H68 2.863 -5.412 -3.336
H69 1.581 -6.027 -4.343
H70 1.261 -5.185 -2.756
C27 -0.037 -4.273 2.616
O8 -1.255 -3.798 3.096
C28 -1.640 -4.306 4.338
C29 -2.628 -3.415 5.148
N7 -3.956 -3.468 4.481
C30 -4.794 -2.389 5.015
C31 -6.142 -2.414 4.289
O9 -5.907 -2.588 2.888
C32 -6.897 -2.011 2.098
H71 0.743 -3.855 3.252
H72 0.165 -3.903 1.610
H73 0.082 -5.355 2.678
H74 -0.780 -4.375 5.005
H75 -1.982 -5.341 4.366
H76 -2.261 -2.389 5.108
H77 -2.593 -3.674 6.206
H78 -3.671 -3.241 3.539
H79 -4.307 -1.456 4.731
H80 -4.802 -2.461 6.102
H81 -6.638 -1.465 4.489
H82 -6.679 -3.277 4.684
H83 -6.644 -2.046 1.038
H84 -7.116 -0.956 2.264
H85 -7.799 -2.621 2.132
C33 -4.083 0.390 1.758
O10 -2.674 0.448 1.727
C34 -2.011 -0.824 1.739
C35 -0.462 -0.667 1.566
N8 -0.179 -0.042 0.315
C36 1.189 0.143 -0.092
C37 1.901 -1.175 -0.353
O11 2.465 -1.767 0.783
C38 3.732 -1.261 1.135
H86 -4.436 1.417 1.849
H87 -4.558 -0.180 2.557
H88 -4.443 0.002 0.805
H89 -2.494 -1.479 1.014
H90 -2.159 -1.205 2.749
H91 0.011 -1.650 1.589
H92 0.035 -0.112 2.362
H93 -0.720 0.806 0.222
H94 1.726 0.878 0.508
H95 1.120 0.736 -1.004
H96 2.679 -1.024 -1.101
H97 1.173 -1.871 -0.772
H98 4.513 -1.723 0.530
H99 4.005 -1.447 2.173
H100 3.778 -0.188 0.949
C39 3.438 2.919 1.307
O12 2.610 3.336 0.214
C40 3.099 4.423 -0.531
C41 2.384 4.512 -1.910
N9 1.037 5.034 -1.785
C42 0.210 4.611 -2.872
C43 -0.130 3.085 -2.868
O13 -0.720 2.534 -1.672
C44 -2.137 2.757 -1.594
H101 3.102 2.022 1.827
H102 3.670 3.721 2.008
H103 4.369 2.526 0.899
H104 4.161 4.326 -0.755
H105 2.887 5.345 0.010
H106 2.423 3.566 -2.450
H107 2.991 5.265 -2.413
H108 0.786 4.647 -0.886
H109 0.775 4.886 -3.762
H110 -0.716 5.182 -2.804
H111 0.762 2.474 -3.007
H112 -0.711 2.846 -3.759
H113 -2.480 2.431 -0.612
H114 -2.676 2.125 -2.300
H115 -2.301 3.833 -1.531
C45 5.948 -3.850 -1.090
C46 6.199 -2.578 -1.950
O14 6.967 -3.052 -3.027
H116 5.474 -4.667 -1.635
H117 5.351 -3.653 -0.199
H118 6.939 -4.180 -0.780
H119 6.749 -1.754 -1.494
H120 5.313 -2.102 -2.369
H121 7.711 -3.488 -2.604
C47 -0.184 4.303 1.604
C48 -1.696 4.080 1.688
O15 -2.083 4.671 2.911
H122 0.091 5.356 1.664
H123 0.135 3.935 0.629
H124 0.399 3.786 2.366
H125 -1.849 3.001 1.687
H126 -2.135 4.572 0.820
H127 -2.263 3.916 3.475

Properties
SMILES: COC[C@H](C)N.COC[C@H](C)N.COC[C@H](C)N.COC[C@H](C)N.COC[C@H](C)N.COCCNCCOC.COCCNCCOC.COCCNCCOC.COCCNCCOC.CCO.CCO
HOMO, eV: -8.038
Energy above the lowest of the compared OMol25 structures with the same formula, charge and spin, eV: 3.008
Frontier orbital gap, Ha: 0.31342